The following is a quantum chemistry calculation of a molecular structure, C7H14NS at a distorted geometry, from the Open Molecules 2025 dataset.

CARTESIAN COORDINATES (ANGSTROEM)
S1 0.07392 1.63241 -0.45217
N1 0.76864 -1.03565 1.23578
C1 1.76115 -1.83988 0.71827
C2 -1.65964 1.80452 -0.96169
C3 -0.20158 -0.41403 0.55817
C4 -0.56215 0.46532 -2.59427
C5 0.51437 0.90529 -2.01118
C6 0.99375 -0.71337 2.63755
C7 -1.85740 0.69185 -1.88892
H1 -0.57481 0.18048 -3.61619
H2 -1.72765 2.72604 -1.37269
H3 1.61618 0.23150 2.78280
H4 1.45410 -1.55197 3.25159
H5 -0.07704 -0.47576 2.98119
H6 1.49831 0.72610 -2.26953
H7 -2.39265 1.79160 -0.18214
H8 -1.14172 -0.23110 1.03642
H9 1.41343 -2.67717 0.08914
H10 2.24662 -2.36313 1.63340
H11 2.69520 -1.44370 0.05733
H12 -0.28594 -0.95036 -0.38918
H13 -2.67428 0.96835 -2.57799
H14 -2.29052 -0.13573 -1.36188

* total charge: +1
* relative energy (zero: lowest compared OMol25 entry of this formula, charge and spin): 41.5 kcal/mol

natural (NBO) population analysis, charges in e, atoms 1 to 2: number 1, S, carries 0.4998; number 2, N, carries -0.3783